# 1
C22H43N2OOsP3 as an isolated structure, computed with wB97M-V/def2-TZVPD.

XYZ file:
```
72
Properties=species:S:1:pos:R:3:lowdin_charge:R:1
Os 0.262 0.143 -0.907 0.78
P 1.742 0.927 0.656 0.67
P -1.064 1.856 -1.516 0.65
P 1.913 -0.615 -2.232 0.69
H -2.040 -1.360 -0.749 0.05
C -0.981 -1.577 -0.940 -0.28
C -0.074 -1.641 0.208 -0.27
H -0.468 -1.420 1.212 0.03
C 1.294 0.894 2.432 -0.21
C 2.235 2.652 0.332 -0.22
C 3.327 -0.007 0.770 -0.22
C -2.682 1.254 -2.100 -0.23
C -1.555 3.223 -0.387 -0.21
C -0.281 2.759 -2.902 -0.22
C 2.814 -2.153 -1.778 -0.18
C 3.134 0.677 -2.697 -0.20
C 1.337 -1.182 -3.854 -0.24
H -0.825 -2.229 -1.809 0.06
H 0.771 -2.338 0.215 0.07
H 0.507 0.143 2.581 0.02
H 0.901 1.861 2.770 0.05
H 2.182 0.640 3.028 0.08
H 1.363 3.312 0.232 0.03
H 2.828 2.717 -0.590 0.05
H 2.844 2.993 1.182 0.08
H 3.122 -1.083 0.817 0.05
H 3.808 0.288 1.713 0.07
H 4.001 0.196 -0.069 0.04
H -3.154 2.000 -2.750 0.08
H -3.317 1.080 -1.223 0.06
H -2.566 0.312 -2.652 0.02
H -1.992 4.084 -0.916 0.09
H -0.685 3.590 0.166 0.04
H -2.300 2.848 0.327 0.03
H -0.898 3.640 -3.131 0.08
H -0.189 2.133 -3.801 0.05
H 0.721 3.101 -2.602 0.05
H 3.330 -2.544 -2.666 0.08
H 2.099 -2.917 -1.450 0.06
H 3.552 -1.991 -0.988 0.05
H 3.672 0.357 -3.601 0.08
H 3.874 0.878 -1.913 0.04
H 2.610 1.614 -2.938 0.04
H 2.121 -1.704 -4.416 0.09
H 0.979 -0.331 -4.440 0.06
H 0.509 -1.877 -3.692 0.02
C -1.895 -1.461 -5.376 -0.20
C -3.124 -1.091 -5.954 0.06
C -3.721 -1.944 -6.884 0.04
C -3.047 -3.093 -7.317 0.08
C -1.790 -3.415 -6.798 0.04
C -1.205 -2.603 -5.823 0.06
O -1.395 -0.741 -4.301 0.01
H -1.481 0.232 -4.470 0.13
H -3.611 -0.171 -5.644 0.14
H -4.716 -1.707 -7.277 0.15
H -3.501 -3.737 -8.078 0.16
H -1.263 -4.306 -7.159 0.15
H -0.218 -2.852 -5.428 0.13
N -3.140 -1.585 2.156 0.29
C -2.947 -0.354 2.686 -0.29
C -3.877 0.133 3.653 0.10
C -3.793 1.468 4.041 0.04
C -2.775 2.253 3.493 0.06
C -1.893 1.664 2.587 -0.10
N -1.914 0.380 2.214 0.13
H -2.500 -1.919 1.437 0.11
H -3.828 -2.204 2.573 0.16
H -4.659 -0.568 3.988 0.16
H -4.499 1.902 4.748 0.15
H -2.655 3.303 3.728 0.15
H -1.121 2.262 2.111 0.09
```

Values from the calculation:
HOMO level (spin up / spin down)   -0.700 / -0.752 hartree
Multiplicity   5
Gap between HOMO and LUMO (spin up / spin down)   6.543 / 6.289 eV
Relative energy (zero: lowest compared OMol25 entry of this formula, charge and spin)   0.000 eV
Total charge   +4
E_LUMO (spin up / spin down)   -12.50 / -14.17 eV



# 2
C20H35F4GaN5O as an isolated structure, computed with wB97M-V/def2-TZVPD.

XYZ file:
```
66
Properties=species:S:1:pos:R:3:lowdin_charge:R:1
C 4.814 -0.592 2.190 -0.04
C 3.905 -0.527 0.984 -0.65
O 4.294 -1.010 -0.033 0.05
N 2.637 0.050 1.060 -0.12
C 2.704 1.467 1.470 -0.14
Ga 1.549 -1.046 2.235 0.44
F 1.956 -0.813 4.022 -0.37
C -0.483 -0.733 1.933 -0.68
F -1.051 -1.817 1.383 0.03
F -0.791 0.272 1.115 0.05
F -1.137 -0.536 3.076 0.06
H 4.302 -0.938 3.076 0.06
H 5.324 0.343 2.400 0.07
H 5.572 -1.324 1.966 0.05
H 1.965 1.744 2.213 0.07
H 2.494 2.062 0.584 0.03
H 3.679 1.784 1.842 0.07
H 1.844 -2.576 1.898 -0.03
C 2.258 -0.018 -3.074 -0.11
C 0.809 -0.305 -2.701 -0.25
C -0.089 0.935 -2.786 -0.19
C 0.391 1.969 -1.867 -0.23
N 0.769 2.712 -1.092 0.16
H 2.711 0.697 -2.388 0.07
H 2.851 -0.931 -3.024 0.07
H 2.331 0.381 -4.091 0.07
H 0.777 -0.708 -1.688 0.11
H 0.407 -1.073 -3.367 0.10
H -1.114 0.679 -2.516 0.11
H -0.097 1.342 -3.799 0.11
C -4.526 -1.178 1.764 -0.10
C -4.515 0.298 1.382 -0.26
C -5.873 0.810 0.893 -0.20
C -6.306 0.082 -0.308 -0.25
N -6.641 -0.476 -1.244 0.13
H -4.762 -1.813 0.908 0.07
H -3.542 -1.476 2.124 0.05
H -5.259 -1.373 2.552 0.07
H -3.763 0.459 0.607 0.11
H -4.212 0.890 2.246 0.11
H -5.802 1.868 0.652 0.05
H -6.632 0.688 1.668 0.12
C -4.732 4.798 -2.289 -0.11
C -5.993 5.357 -1.640 -0.26
C -5.770 5.805 -0.192 -0.18
C -5.334 4.677 0.638 -0.21
N -4.996 3.782 1.257 0.18
H -4.377 3.905 -1.773 0.07
H -4.928 4.520 -3.325 0.07
H -3.927 5.536 -2.284 0.08
H -6.779 4.599 -1.670 0.11
H -6.350 6.211 -2.219 0.10
H -6.690 6.209 0.230 0.11
H -5.008 6.584 -0.145 0.12
C 5.628 -5.032 -1.430 -0.11
C 6.687 -5.206 -0.348 -0.27
C 6.103 -5.696 0.980 -0.19
C 5.120 -4.735 1.492 -0.22
N 4.371 -3.975 1.889 0.20
H 4.894 -4.275 -1.149 0.07
H 6.087 -4.709 -2.365 0.07
H 5.100 -5.970 -1.618 0.07
H 7.198 -4.254 -0.192 0.11
H 7.439 -5.923 -0.687 0.10
H 6.893 -5.816 1.723 0.11
H 5.612 -6.662 0.851 0.11
```

Values from the calculation:
HOMO level   -0.180 hartree
Gap between HOMO and LUMO   7.035 eV
Total charge   -1
E_LUMO   2.13 eV



# 3
A 2-piece molecular cluster, C12H14NO2 overall, computed with wB97M-V/def2-TZVPD.

XYZ file:
```
29
Properties=species:S:1:pos:R:3:lowdin_charge:R:1
C 1.335 -3.415 -0.044 -0.12
C 0.901 -2.130 -0.560 -0.25
C 1.641 -0.909 -0.190 0.01
C -0.265 -1.635 -1.262 -0.13
C -0.143 -0.177 -1.368 -0.27
C -1.356 -2.167 -1.949 -0.05
C -1.087 0.699 -1.983 0.01
C -2.370 -1.372 -2.589 -0.15
C -2.308 -0.016 -2.517 -0.13
N 0.897 0.197 -0.636 0.03
H 2.478 -3.326 0.212 0.11
H 1.280 -4.249 -0.859 0.09
H 2.637 -0.690 0.064 0.10
H 1.158 1.162 -0.101 0.08
H -1.683 -3.101 -1.823 0.04
H -0.790 1.827 -1.888 0.13
H -3.078 -1.901 -3.206 0.08
H -3.097 0.546 -3.005 0.07
H 0.622 -3.727 0.735 0.07
C 0.333 2.150 2.834 -0.15
C -0.665 3.056 2.030 -0.11
C 1.658 1.856 2.067 -0.74
O 1.714 2.028 0.815 -0.08
O 2.538 1.540 2.780 0.03
H 0.677 2.459 3.858 0.11
H -0.172 1.251 2.955 0.07
H -0.245 3.687 1.263 0.05
H -1.115 3.728 2.838 0.07
H -1.496 2.630 1.530 0.03
```

Values from the calculation:
HOMO level   -0.149 hartree
Gap between HOMO and LUMO   7.541 eV
Relative energy (zero: lowest compared OMol25 entry of this formula, charge and spin)   2.624 eV
Total charge   -1
E_LUMO   3.48 eV



# 4
C34H72BeN4P2SbSi3 as an isolated structure, computed with wB97M-V/def2-TZVPD.

XYZ file:
```
117
Properties=species:S:1:pos:R:3:lowdin_charge:R:1
Be 0.619 -3.132 -0.034 -0.08
C 1.733 -6.381 1.657 -0.22
P 0.387 -5.295 1.020 1.08
C -0.381 -4.839 2.644 -0.42
N -0.605 -5.866 3.449 0.15
C -1.289 -5.544 4.581 -0.20
C -1.846 -6.602 5.383 -0.01
C -2.458 -6.354 6.586 -0.05
C -2.704 -5.003 6.937 -0.07
C -2.260 -3.934 6.192 0.01
C -1.627 -4.209 4.907 -0.18
N -1.234 -3.117 4.163 0.15
C -0.647 -3.520 2.982 -0.41
P -0.259 -2.158 1.896 1.04
C -1.939 -1.449 1.606 -0.23
C 0.764 -0.972 2.906 -0.70
C 0.000 -0.209 3.979 -0.11
C 1.939 -1.783 3.514 -0.09
C 1.433 0.077 1.932 -0.09
C -0.900 -6.372 0.257 -0.74
C -0.819 -6.260 -1.293 -0.10
C -0.646 -7.880 0.508 -0.11
C -2.273 -6.005 0.747 -0.11
H 2.387 -6.734 0.868 0.05
H 1.275 -7.265 2.113 0.03
H 2.322 -5.807 2.419 0.07
H -1.707 -7.627 5.001 0.12
H -2.815 -7.165 7.217 0.11
H -3.374 -4.810 7.758 0.11
H -2.292 -2.965 6.665 0.11
H -2.450 -1.292 2.605 0.06
H -2.548 -2.185 1.078 0.03
H -1.900 -0.465 1.050 0.06
H -0.605 -0.935 4.578 0.06
H -0.659 0.614 3.633 0.09
H 0.818 0.215 4.698 0.12
H 1.569 -2.579 4.228 0.09
H 2.498 -1.030 4.112 0.10
H 2.578 -2.284 2.763 0.06
H 0.786 0.648 1.213 0.09
H 2.220 -0.411 1.307 0.08
H 1.843 0.895 2.489 0.07
H 0.095 -6.729 -1.704 0.09
H -0.782 -5.207 -1.614 0.05
H -1.712 -6.739 -1.704 0.09
H 0.303 -8.158 -0.006 0.08
H -1.494 -8.414 -0.056 0.11
H -0.640 -8.141 1.613 0.09
H -2.459 -4.926 0.649 0.07
H -2.475 -6.352 1.805 0.10
H -3.114 -6.470 0.150 0.11
C -2.687 4.845 -2.155 -0.25
Si -1.575 5.914 -1.026 0.22
C -1.827 7.682 -1.533 -0.27
C -2.292 5.744 0.743 -0.21
Sb 0.881 5.303 -1.362 0.72
Si 2.020 6.566 -3.364 0.30
C 2.159 8.389 -3.021 -0.25
C 3.763 5.807 -3.387 -0.26
C 0.946 6.346 -4.974 -0.22
Si 2.281 6.391 0.637 0.32
C 2.133 5.202 2.126 -0.24
C 4.015 6.840 0.076 -0.23
C 1.362 7.978 1.145 -0.25
H -2.585 5.213 -3.241 0.05
H -3.737 4.907 -1.760 0.04
H -2.410 3.812 -2.066 -0.02
H -2.919 7.926 -1.416 0.04
H -1.559 7.910 -2.619 0.05
H -1.278 8.368 -0.842 0.03
H -3.308 5.430 0.863 0.02
H -2.192 6.701 1.252 0.02
H -1.712 5.029 1.289 0.00
H 1.704 9.028 -3.835 0.04
H 3.253 8.633 -3.022 0.03
H 1.638 8.688 -2.077 0.02
H 3.845 5.031 -4.168 0.03
H 4.012 5.367 -2.419 -0.01
H 4.532 6.620 -3.645 0.06
H 0.595 7.385 -5.252 0.04
H 0.058 5.735 -4.662 0.01
H 1.510 5.896 -5.756 0.00
H 1.673 4.175 1.755 0.04
H 1.478 5.575 2.924 0.02
H 3.111 5.019 2.517 -0.01
H 4.833 6.152 0.402 0.04
H 4.150 7.858 0.516 0.04
H 4.018 6.942 -1.062 0.00
H 0.322 7.660 1.413 0.02
H 1.287 8.692 0.344 0.00
H 1.767 8.541 2.023 0.04
C -2.970 -1.123 -3.479 -0.06
C -1.620 -0.720 -2.851 -0.20
N -0.482 -1.451 -3.342 -0.07
C -0.094 -1.124 -4.710 -0.19
C -0.505 -2.159 -5.727 -0.07
C 0.131 -2.344 -2.590 -0.35
C 1.105 -3.234 -3.257 0.00
N -0.258 -2.648 -1.339 0.03
H -3.798 -0.657 -2.832 0.11
H -3.172 -2.181 -3.562 0.07
H -3.038 -0.698 -4.510 0.08
H -1.524 -0.827 -1.759 0.11
H -1.469 0.305 -3.119 0.11
H 1.020 -0.953 -4.703 0.14
H -0.564 -0.146 -4.961 0.14
H 0.036 -3.083 -5.602 0.06
H -0.401 -1.729 -6.708 0.08
H -1.587 -2.396 -5.702 0.09
H 1.780 -2.621 -3.897 0.10
H 0.616 -4.055 -3.877 0.12
H 1.765 -3.721 -2.534 0.06
H -1.303 -2.569 -1.239 0.10
C 2.377 -2.994 -0.129 -0.23
H 2.725 -2.080 -0.655 0.01
H 2.690 -3.879 -0.645 -0.04
H 2.623 -3.088 0.919 -0.05
```

Values from the calculation:
HOMO level   -0.324 hartree
Gap between HOMO and LUMO   5.473 eV
Total charge   +1
E_LUMO   -3.35 eV



Copy entry 3 word for word.
A 2-piece molecular cluster, C12H14NO2 overall, computed with wB97M-V/def2-TZVPD.

XYZ file:
```
29
Properties=species:S:1:pos:R:3:lowdin_charge:R:1
C 1.335 -3.415 -0.044 -0.12
C 0.901 -2.130 -0.560 -0.25
C 1.641 -0.909 -0.190 0.01
C -0.265 -1.635 -1.262 -0.13
C -0.143 -0.177 -1.368 -0.27
C -1.356 -2.167 -1.949 -0.05
C -1.087 0.699 -1.983 0.01
C -2.370 -1.372 -2.589 -0.15
C -2.308 -0.016 -2.517 -0.13
N 0.897 0.197 -0.636 0.03
H 2.478 -3.326 0.212 0.11
H 1.280 -4.249 -0.859 0.09
H 2.637 -0.690 0.064 0.10
H 1.158 1.162 -0.101 0.08
H -1.683 -3.101 -1.823 0.04
H -0.790 1.827 -1.888 0.13
H -3.078 -1.901 -3.206 0.08
H -3.097 0.546 -3.005 0.07
H 0.622 -3.727 0.735 0.07
C 0.333 2.150 2.834 -0.15
C -0.665 3.056 2.030 -0.11
C 1.658 1.856 2.067 -0.74
O 1.714 2.028 0.815 -0.08
O 2.538 1.540 2.780 0.03
H 0.677 2.459 3.858 0.11
H -0.172 1.251 2.955 0.07
H -0.245 3.687 1.263 0.05
H -1.115 3.728 2.838 0.07
H -1.496 2.630 1.530 0.03
```

Values from the calculation:
HOMO level   -0.149 hartree
Gap between HOMO and LUMO   7.541 eV
Relative energy (zero: lowest compared OMol25 entry of this formula, charge and spin)   2.624 eV
Total charge   -1
E_LUMO   3.48 eV



Among the records above, which one has the highest total charge?
C22H43N2OOsP3